No. 1
{
  "formula": "C10H13F17N2NbO4",
  "method": "ωB97M-V/def2-TZVPD",
  "elements": ["N", "Nb", "F", "O", "N", "O", "H", "H", "H", "H", "H", "C", "C", "C", "F", "F", "F", "F", "O", "C", "C", "F", "F", "F", "F", "H", "H", "H", "H", "C", "C", "C", "F", "F", "F", "F", "O", "C", "C", "F", "F", "F", "F", "H", "H", "H", "H"],
  "coordinates": [[-1.52907, 4.54844, 2.88229], [-3.41021, 3.76116, 2.79557], [-3.80049, 4.35764, 4.59814], [-5.41192, 3.26560, 2.56610], [-6.20069, 4.19208, 1.91853], [-6.68325, 5.02179, 2.61134], [-1.50354, 5.52638, 2.60163], [-0.90258, 4.05544, 2.24573], [-2.96341, 2.04242, 3.30422], [-3.02740, 3.04732, 1.17767], [-3.88802, 5.27693, 1.85317], [2.91260, 1.70108, 1.86902], [4.20475, 1.48468, 1.07130], [4.75593, 2.64741, 0.23654], [3.90985, 2.96684, -0.76041], [5.93134, 2.25068, -0.30874], [4.10532, 0.39078, 0.29085], [5.18112, 1.25524, 2.00725], [1.72794, 1.21760, 1.30099], [0.91837, 1.97372, 0.50300], [0.72318, 1.28534, -0.85047], [1.91823, 1.14027, -1.47714], [-0.07119, 2.05612, -1.62727], [1.38064, 3.23594, 0.34964], [-0.29656, 2.03603, 1.07430], [3.05315, 1.09703, 2.76249], [2.81761, 2.73950, 2.18662], [4.93505, 3.52179, 0.86742], [0.26674, 0.31000, -0.71108], [-1.79808, -3.80419, -1.95549], [-1.83531, -5.14097, -2.70644], [-1.38840, -6.40769, -1.96559], [-0.08113, -6.33314, -1.64407], [-1.56896, -7.46179, -2.79304], [-1.15902, -5.04776, -3.86917], [-3.15437, -5.36554, -2.99207], [-0.68907, -2.97558, -2.20242], [0.45077, -3.00473, -1.47022], [1.66921, -3.25923, -2.36841], [1.54734, -4.46619, -2.96047], [2.77774, -3.26013, -1.59420], [0.40176, -3.88354, -0.45061], [0.63365, -1.76686, -0.93365], [-2.64323, -3.24969, -2.35513], [-1.97202, -3.94504, -0.88932], [-1.98555, -6.55612, -1.06232], [1.74118, -2.47704, -3.12604]],
  "charge": -1
}

=====

No. 2
{
  "formula": "C10H13F6NO4S2Sr",
  "method": "ωB97M-V/def2-TZVPD",
  "elements": ["C", "C", "C", "H", "C", "H", "H", "H", "C", "H", "H", "C", "H", "H", "C", "H", "H", "C", "H", "H", "Sr", "H", "F", "C", "F", "F", "S", "O", "O", "N", "S", "O", "O", "C", "F", "F", "F"],
  "coordinates": [[0.99674, -1.29818, -2.88496], [0.18346, 1.73867, -1.40864], [-0.41479, -1.31638, -3.13251], [1.31176, -2.23011, -2.39126], [-1.09757, 1.42237, -1.11669], [0.58066, 2.59494, -0.83865], [-0.93937, -2.15937, -3.64545], [-1.62772, 1.98237, -0.33975], [-1.48417, -0.21598, -3.03468], [-2.39649, -0.66628, -3.46958], [-1.24619, 0.60128, -3.72333], [1.78057, -0.18087, -2.40532], [2.82420, -0.02094, -2.79068], [1.80644, -0.35366, -1.34596], [1.08658, 1.24557, -2.51655], [0.54727, 1.30865, -3.46453], [1.89838, 2.00166, -2.54771], [-1.90666, 0.28649, -1.63812], [-2.95944, 0.63102, -1.71400], [-1.89348, -0.58631, -0.95602], [1.11635, -2.18774, 1.54758], [0.19057, -0.95047, 0.97360], [-3.01554, -2.15028, 3.40333], [-1.82426, -1.57587, 3.63029], [-1.83262, -0.95653, 4.81901], [-0.86371, -2.57310, 3.66558], [-1.39868, -0.42054, 2.30074], [-1.42988, -1.36292, 1.09204], [-2.16813, 0.77892, 2.18790], [0.18586, -0.28005, 2.69544], [1.11760, 0.89637, 2.01278], [1.75555, 0.12955, 0.89041], [0.50835, 2.14592, 1.76257], [2.40169, 0.94286, 3.34911], [1.91896, 1.44370, 4.49731], [2.83018, -0.34226, 3.58404], [3.45755, 1.67753, 2.95264]]
}

=====

No. 3
{
  "formula": "C10H13INO3",
  "method": "ωB97M-V/def2-TZVPD",
  "elements": ["C", "C", "C", "C", "C", "C", "C", "C", "C", "C", "N", "O", "O", "O", "I", "H", "H", "H", "H", "H", "H", "H", "H", "H", "H", "H", "H", "H"],
  "coordinates": [[-1.32250, -0.03928, -0.82085], [-0.27799, 0.71637, -0.81856], [0.46271, 1.40281, -1.89099], [-2.06999, -0.33523, -2.12689], [0.00178, 0.69814, -3.19746], [-1.46557, 0.45413, -3.33132], [0.04132, -0.78188, 3.59654], [1.59441, -0.78690, 3.51531], [1.78345, 0.85033, 1.89630], [0.30466, 0.76383, 1.61998], [-0.41318, -0.10804, 2.25291], [-1.63987, -0.38213, 1.94503], [1.39308, 2.20774, -1.86313], [2.14544, 0.48948, 3.25894], [1.60594, -3.40558, -3.09154], [-1.73876, -0.20670, 0.19513], [-2.24682, -1.38963, -2.27944], [-3.02623, 0.13386, -2.08306], [0.46376, 1.16249, -4.14291], [0.57618, -0.25829, -3.00797], [-1.70796, 0.05400, -4.37289], [-2.19749, 1.43109, -3.39261], [-0.30419, -1.80149, 3.36417], [-0.18601, -0.19484, 4.52921], [1.98858, -1.18664, 4.46994], [1.78554, -1.63278, 2.73935], [2.37055, 0.21442, 1.27991], [2.07913, 1.93073, 1.75690]],
  "de_lowest_kj_mol": 414.8,
  "charge": -1
}

=====

No. 4
{
  "formula": "C10H13LaN2O5S",
  "method": "ωB97M-V/def2-TZVPD",
  "elements": ["O", "C", "La", "O", "C", "C", "O", "C", "O", "C", "O", "H", "C", "C", "N", "C", "S", "N", "C", "C", "H", "H", "H", "H", "H", "H", "H", "H", "H", "H", "H", "H"],
  "coordinates": [[-1.07840, -3.38380, -0.82804], [-1.10812, -2.28445, -0.50624], [-1.29964, 0.44760, 0.46579], [1.92009, -0.96297, 1.50545], [0.86841, -0.66054, 1.12398], [0.91183, 1.62658, 0.02413], [2.03328, 1.89250, -0.08014], [-0.92987, 0.84192, -2.26898], [-0.60325, 1.68871, -3.06880], [0.22474, -0.08264, -1.68217], [0.83056, -0.93622, -2.24389], [-1.99057, 0.51916, -1.84719], [-0.46942, -2.29275, 5.84376], [-0.03181, -1.43245, 4.67707], [-1.12190, -0.47781, 4.32967], [-0.88955, 0.78951, 3.94313], [-1.96818, 1.62605, 2.89473], [0.23120, 1.40875, 4.41851], [0.42663, 1.48182, 5.89160], [1.86524, 1.83829, 6.19786], [-0.95989, -1.70359, 6.62457], [0.39255, -2.79196, 6.29128], [-1.16507, -3.07280, 5.52426], [0.87492, -0.86846, 4.91534], [0.18398, -2.05456, 3.79516], [-1.94925, -0.90765, 3.91050], [0.36767, 2.33226, 4.00112], [-0.24917, 2.24682, 6.31042], [0.16205, 0.51453, 6.32458], [2.10905, 2.83697, 5.82803], [2.02702, 1.83777, 7.27876], [2.56036, 1.12339, 5.74815]],
  "de_lowest_kj_mol": 107.1,
  "charge": 2
}

=====

Q: Which energy values were calculated for the entries above? A: -2553.952738, -2170.517165, -966.817452, -1303.627916, in Ha.